Entry 1:
{
  "formula": "C3H7NO3",
  "method": "ωB97M-V/def2-TZVPD",
  "homo_energy_ev": -10.182,
  "orbital_gap_ev": 10.714,
  "symbols": ["O", "C", "C", "N", "H", "H", "H", "H", "H", "H", "O", "C", "O", "H"],
  "coordinates": [[-0.8299, 2.2220, 0.7948], [-1.0881, 1.0667, 0.9957], [-1.7065, 0.2163, -0.0840], [-0.6300, -0.1492, -1.0141], [-0.8108, 0.5692, 1.9381], [-2.1262, -0.7038, 0.3282], [-2.5347, 0.7342, -0.5776], [-0.9780, -0.7538, -1.7376], [-0.2860, 0.6762, -1.4841], [0.7470, -0.7038, -0.0283], [2.8743, -0.4493, -0.9321], [2.6066, -0.7867, 0.1847], [1.3889, -1.0315, 0.6562], [3.3736, -0.9065, 0.9600]],
  "forces_ev_per_angstrom": [[0.0, 0.1, 0.1], [0.1, 0.2, -0.1], [-0.5, -0.6, -0.3], [0.1, 0.2, 0.2], [0.0, 0.0, 0.1], [0.2, 0.0, 0.1], [0.1, 0.3, 0.1], [-0.1, -0.3, -0.2], [0.1, 0.3, 0.0], [-0.4, -0.3, -0.3], [-0.1, 0.1, -0.4], [0.3, 0.0, 0.4], [0.2, 0.3, 0.1], [0.0, -0.2, 0.1]]
}

***

Entry 2:
{
  "formula": "C5H10N2",
  "method": "ωB97M-V/def2-TZVPD",
  "homo_energy_ev": [-7.683, -7.682],
  "orbital_gap_ev": [7.765, 7.761],
  "symbols": ["C", "C", "N", "C", "C", "C", "N", "H", "H", "H", "H", "H", "H", "H", "H", "H", "H"],
  "coordinates": [[-2.0747, -0.2139, 0.1102], [-1.2533, -0.3717, -1.1455], [-0.2481, 0.6691, -1.5614], [0.1892, -0.5206, -1.0356], [1.1875, -0.9619, -0.2066], [1.8720, 0.5329, 1.0212], [0.9347, 0.7374, 1.9669], [-2.7777, 0.6233, 0.0084], [-1.4385, -0.0243, 0.9822], [-2.6525, -1.1262, 0.3047], [-1.7681, -0.8090, -1.9994], [-0.1594, 1.4701, -0.9233], [1.7354, -1.0717, -1.2595], [1.0520, -1.9716, 0.1913], [2.7989, -0.0592, 1.1303], [2.2348, 1.5144, 0.6516], [0.3677, 1.5829, 1.7646]],
  "forces_ev_per_angstrom": [[0.0, 0.1, 0.1], [-0.5, -0.2, -0.2], [0.1, -0.3, 0.0], [-2.1, 0.6, 1.9], [0.7, -0.7, -4.1], [0.2, 2.5, 2.8], [0.6, -1.1, -1.3], [0.1, -0.2, 0.0], [0.0, 0.0, -0.1], [0.1, 0.2, -0.1], [0.1, 0.2, 0.1], [0.3, -0.3, -0.3], [1.1, 0.4, 1.8], [-0.1, 0.4, 0.2], [-1.0, -0.3, 0.7], [-0.5, -0.6, -1.6], [0.8, -0.5, 0.0]]
}

***

Entry 3:
{
  "formula": "C5H8BrN",
  "method": "ωB97M-V/def2-TZVPD",
  "homo_energy_ev": -8.248,
  "orbital_gap_ev": 9.087,
  "symbols": ["C", "C", "C", "C", "C", "N", "Br", "H", "H", "H", "H", "H", "H", "H", "H"],
  "coordinates": [[-1.9796, 1.3073, 0.4829], [1.8606, -1.4165, 1.3160], [-1.0279, 0.5223, 0.9470], [0.8557, -0.8386, 0.8545], [0.4280, 0.5396, -1.0826], [0.1532, 0.1216, 0.2266], [4.5158, -0.7759, -0.3966], [-2.7777, 1.7307, 1.0447], [-1.6834, 1.6791, -0.4414], [3.7653, -0.4370, 0.6427], [2.3959, -2.1497, 1.8852], [-1.0673, -0.0242, 1.8977], [0.7305, 1.6053, -1.2097], [1.1548, -0.0698, -1.6056], [-0.5068, 0.3509, -1.5203]],
  "forces_ev_per_angstrom": [[1.1, -0.1, 0.4], [-3.1, 0.7, -0.2], [0.7, -1.5, 0.5], [3.7, -0.2, 0.5], [0.5, 0.8, -1.2], [-0.9, -0.8, 3.4], [2.0, -0.7, -2.6], [-0.5, -0.2, 0.2], [-0.5, 1.2, -1.7], [-1.8, 0.8, 2.4], [0.0, 0.0, -0.4], [0.0, 0.5, -0.3], [-0.3, -0.6, 0.4], [0.2, -0.2, 0.4], [-1.2, 0.3, -1.8]]
}

***

Entry 4:
{
  "formula": "C30H23BeN4O5STe",
  "method": "ωB97M-V/def2-TZVPD",
  "homo_energy_ev": -3.191,
  "charge": -1,
  "orbital_gap_ev": 5.666,
  "symbols": ["Be", "C", "O", "C", "N", "C", "C", "C", "C", "C", "C", "C", "C", "C", "C", "C", "C", "N", "C", "N", "C", "C", "O", "C", "C", "C", "C", "C", "C", "H", "H", "H", "H", "H", "H", "H", "H", "H", "H", "H", "H", "H", "H", "H", "H", "H", "H", "H", "Te", "O", "C", "N", "S", "O", "O", "C", "C", "C", "C", "C", "C", "H", "H", "H", "H"],
  "coordinates": [[0.3779, -0.7327, 1.0585], [3.5992, 0.7242, -2.8075], [2.6735, 1.6268, -2.1822], [2.1888, 0.9594, -1.0940], [2.6272, -0.2007, -0.8590], [3.5254, -0.5665, -1.9557], [2.9814, -1.7589, -2.7106], [3.7700, -2.8728, -2.9561], [3.2503, -3.9770, -3.6194], [1.9270, -3.9751, -4.0355], [1.1295, -2.8626, -3.7917], [1.6561, -1.7611, -3.1363], [1.1790, 1.6675, -0.2914], [1.0304, 3.0133, -0.4360], [0.1968, 3.7153, 0.4862], [-0.5921, 3.0086, 1.3225], [-0.5814, 1.5752, 1.2093], [0.4972, 0.9288, 0.6249], [-1.3445, 0.6899, 2.0445], [-0.7647, -0.5447, 2.1936], [-1.4032, -1.2022, 3.3135], [-2.1329, -0.0342, 4.0168], [-1.9197, 1.1277, 3.2183], [-2.2836, -2.3660, 2.8945], [-3.5872, -2.2108, 2.4340], [-4.3102, -3.3103, 1.9916], [-3.7485, -4.5797, 2.0141], [-2.4500, -4.7440, 2.4762], [-1.7275, -3.6413, 2.9048], [3.2801, 0.5633, -3.8369], [4.5893, 1.1816, -2.8031], [4.5051, -0.8272, -1.5509], [4.7943, -2.8861, -2.6012], [3.8728, -4.8469, -3.7897], [1.5113, -4.8435, -4.5317], [0.0886, -2.8594, -4.0894], [1.0148, -0.9171, -2.9072], [1.6151, 3.5355, -1.1775], [0.1916, 4.7976, 0.4950], [-1.2738, 3.4584, 2.0300], [-0.6479, -1.6088, 3.9946], [-3.2043, -0.2096, 4.1303], [-1.7059, 0.1624, 5.0011], [-4.0275, -1.2242, 2.3673], [-5.3154, -3.1691, 1.6140], [-4.3156, -5.4338, 1.6636], [-1.9936, -5.7262, 2.4902], [-0.7091, -3.7640, 3.2599], [-2.7984, 1.0033, 0.1933], [-1.3359, -2.5711, -1.5353], [-0.4433, -2.8657, -0.7855], [0.4875, -1.9952, -0.2223], [1.6148, -2.7702, 0.6123], [1.5686, -1.9937, 1.8693], [2.9268, -2.9826, 0.0738], [0.8427, -4.3599, 0.5972], [1.2811, -5.5647, 1.1155], [0.6006, -6.7081, 0.7204], [-0.4515, -6.6370, -0.1951], [-0.8527, -5.4197, -0.7249], [-0.1897, -4.2786, -0.3120], [2.1199, -5.6140, 1.7970], [0.9034, -7.6706, 1.1131], [-0.9535, -7.5475, -0.4975], [-1.6623, -5.3369, -1.4381]],
  "forces_ev_per_angstrom": [[-0.1, 0.1, 0.1], [0.0, 0.0, 0.0], [0.0, -0.1, 0.0], [-0.1, 0.1, 0.0], [0.1, 0.0, 0.1], [0.0, 0.0, 0.0], [-0.1, 0.0, 0.0], [0.0, 0.0, -0.1], [0.0, 0.0, 0.0], [0.0, 0.0, 0.0], [0.0, 0.0, -0.1], [0.0, 0.0, 0.0], [0.2, -0.1, -0.1], [0.0, 0.1, 0.1], [0.0, 0.0, 0.0], [0.0, -0.2, 0.0], [0.2, 0.1, 0.3], [-0.4, 0.0, 0.0], [0.1, 0.0, -0.1], [-0.2, 0.1, -0.1], [0.0, 0.0, -0.1], [0.0, 0.0, 0.1], [0.0, 0.0, 0.0], [0.1, 0.0, 0.0], [0.0, 0.0, -0.1], [0.0, 0.0, 0.0], [0.0, 0.0, 0.0], [0.0, 0.0, -0.1], [0.0, 0.0, 0.1], [0.0, 0.0, 0.0], [0.0, 0.0, 0.0], [0.0, 0.0, 0.0], [0.0, 0.0, 0.0], [0.0, 0.0, 0.0], [0.0, 0.0, 0.0], [0.0, 0.0, 0.0], [0.0, 0.0, 0.0], [0.0, 0.0, 0.0], [0.0, 0.0, 0.0], [0.0, 0.0, 0.0], [0.1, 0.0, -0.1], [0.0, 0.0, -0.1], [0.0, 0.0, 0.0], [0.0, 0.0, 0.0], [0.0, 0.0, 0.0], [0.0, 0.0, 0.0], [0.0, 0.0, 0.0], [0.0, 0.0, 0.0], [-0.2, -0.1, 0.0], [-0.1, 0.0, -0.1], [0.2, 0.1, 0.2], [-0.3, -0.3, -0.1], [0.2, 0.2, 0.3], [0.2, -0.1, -0.2], [-0.1, -0.1, 0.0], [0.1, -0.1, -0.1], [-0.1, 0.0, 0.1], [0.0, 0.0, 0.0], [0.0, 0.0, 0.0], [-0.1, 0.0, 0.1], [0.0, 0.1, 0.0], [0.0, 0.0, 0.0], [0.0, 0.0, 0.0], [0.0, 0.0, 0.0], [0.0, 0.0, 0.0]]
}